C33H20Br2Cl5N2O2S3Y as an isolated structure. Source: the Open Molecules 2025 dataset; level of theory: ωB97M-V/def2-TZVPD.

CARTESIAN COORDINATES (ANGSTROEM)
Y1 0.3498 0.0399 1.1075
O1 0.0574 4.0022 -0.5597
C1 0.2929 3.9734 -1.8759
C2 0.1111 5.1541 -2.6050
C3 0.3533 5.1916 -3.9642
C4 0.7939 4.0575 -4.6319
C5 0.9722 2.8908 -3.9039
C6 0.7150 2.8150 -2.5437
C7 0.8725 1.4822 -1.8203
O2 0.9235 1.5781 -0.4672
N1 -0.2666 0.6543 -2.2458
N2 -0.4244 -0.5471 -1.6858
C8 -1.2519 -1.3611 -2.2227
C9 -1.6916 -2.6025 -1.5938
Br1 -0.9747 -3.0085 0.0864
C10 -2.6290 -3.3603 -2.1817
C11 -3.3153 -4.5422 -1.6477
C12 -3.7977 -4.5767 -0.3403
C13 -4.4665 -5.6969 0.1218
C14 -4.6700 -6.7903 -0.7070
C15 -4.2087 -6.7566 -2.0151
C16 -3.5405 -5.6375 -2.4806
H1 0.3650 3.1153 -0.1936
H2 -0.2202 6.0287 -2.0624
H3 0.2036 6.1198 -4.5039
H4 0.9991 4.0816 -5.6933
H5 1.3285 1.9949 -4.4030
H6 1.8108 1.0159 -2.2041
H7 -0.7293 0.8416 -3.1285
H8 -1.7865 -1.0977 -3.1402
H9 -2.9510 -3.0387 -3.1687
H10 -3.6625 -3.7222 0.3077
H11 -4.8330 -5.7065 1.1390
H12 -5.1901 -7.6629 -0.3350
H13 -4.3667 -7.6020 -2.6737
H14 -3.1762 -5.6065 -3.5004
S1 -4.4005 -0.9037 2.4443
C17 -2.8269 -0.5371 2.0116
S2 -2.4110 0.2192 0.5103
S3 -1.4671 -0.9161 3.0292
Br2 3.3269 0.8001 2.0643
C18 2.9967 2.5856 2.5991
C19 4.0643 3.3910 2.8708
C20 3.8335 4.7162 3.2948
C21 2.5552 5.1656 3.4370
C22 1.4470 4.3279 3.1599
C23 0.1255 4.8088 3.3156
C24 -0.9241 3.9874 3.0401
C25 -0.7046 2.6654 2.5922
C26 0.5491 2.1159 2.4010
C27 1.6381 2.9922 2.7146
H15 5.0706 3.0136 2.7619
H16 4.6751 5.3647 3.5048
H17 2.3606 6.1807 3.7632
H18 -0.0223 5.8304 3.6483
H19 -1.9407 4.3443 3.1519
H20 -1.5887 2.0711 2.3781
Cl1 1.3475 -2.5863 3.9266
C28 2.0393 -2.9505 2.3644
C29 1.9265 -2.0090 1.3507
C30 2.6603 -2.3089 0.2184
Cl2 2.7190 -1.0968 -1.0582
C31 3.3838 -3.4783 0.0209
Cl3 4.2577 -3.7770 -1.4441
C32 3.4091 -4.4171 1.0434
Cl4 4.2997 -5.8884 0.8500
C33 2.7485 -4.1444 2.2364
Cl5 2.8559 -5.2871 3.5349

## Properties
energy: -277871.2722 eV
max |F|: 0.57 eV/A
relative energy (zero: lowest compared OMol25 entry of this formula, charge and spin): 0.53 kcal/mol
E_HOMO: -1.75 eV
LUMO level: 3.8588 eV
total charge: -2